*w*
Entry from OMol25: 5 unconnected molecules or ions with the total composition H9O5 (the ωB97M-V functional and the def2-TZVPD basis).

Total charge = -1
Frontier orbital gap = 9.3 eV

Each line ends with the Mulliken charge.
Geometry (Å):
O -0.91 -0.05 1.18  -1.1474
H -0.38 -0.13 1.96  0.2213
O -1.42 2.48 1.59  -0.6811
H -0.77 2.90 2.12  0.2607
H -1.27 1.46 1.68  0.3897
O -0.47 -2.54 -0.04  -0.6655
H -1.36 -2.53 -0.38  0.2951
H -0.49 -1.57 0.20  0.3594
O 0.47 0.78 -0.77  -0.8072
H 0.53 1.72 -0.60  0.2300
H -0.23 0.51 -0.04  0.4843
O 2.38 -0.69 -2.05  -0.6733
H 1.67 -0.18 -1.62  0.4354
H 1.92 -1.47 -2.40  0.2985

***

*x*
Entry from OMol25: a molecular structure, H9O5 (the ωB97M-V functional and the def2-TZVPD basis).

Total charge = -1
Frontier orbital gap = 7.7 eV

Each line ends with the Mulliken charge.
Geometry (Å):
O -2.06 1.97 1.29  -1.0181
H -1.96 2.24 2.22  0.2095
O -2.64 1.68 -1.28  -0.7220
H -2.63 0.76 -1.00  0.2740
H -2.32 1.97 -0.39  0.4736
O -1.53 -0.36 1.63  -0.8626
H -2.26 -0.68 2.18  0.2295
H -1.74 0.74 1.49  0.4204
O 1.00 0.01 2.45  -0.7157
H 1.10 0.91 2.16  0.2818
H 0.13 -0.32 2.07  0.4296
O 5.30 -3.21 -4.19  -0.6505
H 4.63 -2.51 -4.16  0.3306
H 5.09 -3.79 -3.47  0.3199

***

*y*
Entry from OMol25: 5 unconnected molecules or ions with the total composition H9O5 (the ωB97M-V functional and the def2-TZVPD basis).

Total charge = -1
Frontier orbital gap = 9.2 eV

Each line ends with the Mulliken charge.
Geometry (Å):
O -1.05 -0.14 -0.08  -1.1394
H -1.48 -0.87 -0.48  0.2374
O -2.14 1.49 -1.93  -0.6933
H -1.27 1.71 -2.30  0.2582
H -1.86 1.00 -1.08  0.4171
O 1.25 -0.11 -1.11  -0.6911
H 0.95 0.24 -1.89  0.2181
H 0.30 -0.26 -0.73  0.4673
O -0.05 -2.05 1.77  -0.6694
H -0.16 -1.26 1.22  0.3073
H 0.85 -2.24 1.55  0.3013
O 1.67 1.15 1.90  -0.6700
H 0.79 1.00 1.47  0.3551
H 2.21 0.35 1.67  0.3014

***

Which of them is least stable? Easy: *x*.

***

*w*
Entry from OMol25: C4H4O2S in the gas phase (the ωB97M-V functional and the def2-TZVPD basis).

Total charge = 0
Frontier orbital gap = 8.2 eV
Structure (SMILES) = C=C(C=O)OC=S

Each line ends with the Mulliken charge.
Geometry (Å):
C -0.90 -1.38 -0.50  -0.7820
C -0.52 -0.14 -0.01  0.5180
C 1.73 0.02 0.74  0.0196
C -1.00 1.31 -0.27  0.0781
H -0.58 -2.21 -0.02  0.3451
H -1.59 -1.37 -1.31  0.2460
H 2.34 -0.35 1.69  0.2455
H -1.95 1.30 -0.93  0.2414
O 0.50 -0.10 0.97  -0.2653
O -0.57 2.33 0.20  -0.4102
S 2.55 0.59 -0.57  -0.2362

***

*x*
Entry from OMol25: C4H4O2S in the gas phase (the ωB97M-V functional and the def2-TZVPD basis).

Total charge = 0
Frontier orbital gap = 8.4 eV
Structure (SMILES) = Oc1ccc(S)o1

Each line ends with the Mulliken charge.
Geometry (Å):
C -0.11 0.76 -0.93  0.5268
C 1.02 0.84 -0.23  -0.5956
C 0.84 -0.19 0.80  -0.0438
C -0.37 -0.80 0.51  -0.0597
H -1.44 1.29 -2.16  0.3523
H 1.77 1.60 -0.31  0.4085
H 1.57 -0.27 1.62  0.3674
H -0.63 -2.21 2.24  0.1302
O -0.49 1.45 -1.99  -0.5026
O -0.96 -0.22 -0.55  -0.3426
S -1.21 -2.25 1.01  -0.2410

***

Which of them is least stable? Easy: *w*.

***

*w*
Entry from OMol25: C4H4O2S in the gas phase (the ωB97M-V functional and the def2-TZVPD basis).

Total charge = 0
Frontier orbital gap = 10.8 eV
Structure (SMILES) = C#CS(=O)(=O)C=C

Each line ends with the Mulliken charge.
Geometry (Å):
C 1.68 -2.13 0.67  0.2356
C 1.02 -1.15 0.41  -0.6690
C -1.69 0.52 -0.77  -0.4400
C -1.10 0.76 0.41  -0.2104
O 1.05 1.07 -1.33  -0.5320
O 1.56 1.44 0.98  -0.5601
S 0.68 0.77 0.04  0.9819
H 2.17 -3.16 0.70  0.3366
H -2.75 0.53 -0.82  0.2824
H -0.98 0.37 -1.62  0.2170
H -1.64 0.99 1.34  0.3579

***

*x*
Entry from OMol25: C4H4O2S in the gas phase (the ωB97M-V functional and the def2-TZVPD basis).

Total charge = 0
Frontier orbital gap = 7.7 eV

Each line ends with the Mulliken charge.
Geometry (Å):
C -0.15 -0.96 2.18  -0.3471
C 0.50 0.93 -0.74  -0.2335
C -1.37 0.34 0.70  0.5223
C 1.25 0.18 -1.77  -0.7432
O -1.24 -0.26 1.98  -0.1974
O -0.33 0.13 -0.09  0.0692
S -2.79 1.03 0.18  -0.2125
H -0.14 -1.42 3.16  0.2155
H 1.70 0.94 -2.42  0.2699
H 0.61 -0.58 -2.09  0.3578
H 1.95 -0.33 -1.09  0.2991

***

*y*
Entry from OMol25: C4H4O2S in the gas phase (the ωB97M-V functional and the def2-TZVPD basis).

Total charge = 0
Frontier orbital gap = 8.2 eV
Structure (SMILES) = Oc1ccc(S)o1

Each line ends with the Mulliken charge.
Geometry (Å):
C 0.95 -0.56 -0.58  0.3132
C -0.04 -1.31 -0.08  -0.5196
C -0.93 -0.38 0.54  -0.1219
C -0.40 0.85 0.32  0.1934
H 2.67 -0.10 -1.27  0.3720
H -0.27 -2.38 -0.13  0.3834
H -1.93 -0.58 0.98  0.3432
H -2.01 2.11 1.11  0.1082
O 2.06 -0.91 -1.19  -0.5092
O 0.78 0.77 -0.34  -0.3464
S -0.87 2.49 0.63  -0.2164

***

Which of them is least stable? Easy: *x*.

***

*w*
Entry from OMol25: 2 unconnected molecules or ions with the total composition C2H7N2OP (the ωB97M-V functional and the def2-TZVPD basis).

Total charge = 0
Frontier orbital gap = 9.3 eV
Structure (SMILES) = NP(N)O.C#C

Each line ends with the Mulliken charge.
Geometry (Å):
C 2.86 0.09 0.65  -0.5623
C 3.51 0.16 -0.37  -0.3028
N -2.93 0.06 0.38  -0.6242
N -0.98 0.14 -1.34  -0.5506
O -0.41 -0.34 1.15  -0.4432
P -1.50 -0.85 -0.01  0.3108
H 2.47 -0.04 1.64  0.4835
H 0.51 -0.13 0.94  0.2707
H 3.80 0.10 -1.36  0.4002
H -2.61 0.89 0.91  0.2702
H -3.60 -0.26 1.04  0.2593
H 0.10 0.40 -1.36  0.2418
H -1.23 -0.22 -2.28  0.2467

***

*x*
Entry from OMol25: C2H7N2OP in the gas phase (the ωB97M-V functional and the def2-TZVPD basis).

Total charge = 0
Frontier orbital gap = 10.5 eV
Structure (SMILES) = C=N[P@@](C)(N)=O

Each line ends with the Mulliken charge.
Geometry (Å):
C -2.52 0.20 -0.11  -0.2287
C 1.11 0.67 -0.78  -0.8753
N -1.36 0.26 0.47  -0.4770
N 0.67 -1.11 1.29  -0.5070
O -0.33 -1.75 -1.06  -0.6856
P 0.00 -0.67 -0.09  0.8549
H -3.32 0.85 0.32  0.2577
H -2.68 -0.41 -1.04  0.2482
H 1.75 -0.03 -1.21  0.2969
H 0.51 1.17 -1.56  0.2794
H 1.76 1.36 -0.12  0.3027
H 0.52 -0.43 1.95  0.2561
H 0.68 -2.14 1.62  0.2777

***

Which of them is least stable? Easy: *w*.

***

*w*
Entry from OMol25: 3 unconnected molecules or ions with the total composition C3H10NO4 (the ωB97M-V functional and the def2-TZVPD basis).

Total charge = -1
Frontier orbital gap = 8.4 eV

Each line ends with the Mulliken charge.
Geometry (Å):
O -2.68 2.09 0.17  -0.5372
C -2.01 1.08 0.31  -0.1114
C -0.78 1.05 1.16  -0.1805
N -0.34 -0.28 1.50  -0.5552
C 0.16 -1.06 0.30  -0.5382
O 0.69 -0.29 -0.68  -0.9596
H -2.34 0.21 -0.25  0.3191
H -0.89 1.60 2.09  0.4576
H -0.10 1.59 0.50  0.1960
H 0.46 -0.19 2.12  0.3192
H -0.73 -1.63 -0.05  0.3316
H 0.88 -1.75 0.74  0.3292
H 3.22 -0.88 0.29  0.2666
H 2.12 0.10 -0.02  0.3785
O 3.03 0.05 0.41  -0.7212
H 0.26 -0.40 -2.25  0.4731
H -0.95 -0.73 -3.12  0.2523
O 0.00 -0.56 -3.21  -0.7198

***

*x*
Entry from OMol25: 3 unconnected molecules or ions with the total composition C3H10NO4 (the ωB97M-V functional and the def2-TZVPD basis).

Total charge = -1
Frontier orbital gap = 6.8 eV

Each line ends with the Mulliken charge.
Geometry (Å):
O -2.21 1.66 -1.64  -0.7269
C -1.42 0.81 -1.21  0.5482
N -1.68 0.02 -0.17  -0.1539
C -0.67 -1.03 0.44  -0.4201
O -0.19 -1.90 -0.41  -0.8610
C -0.09 0.66 -1.89  -0.8652
H -2.46 0.31 0.39  0.2333
H -1.33 -1.49 1.21  0.2901
H 0.05 -0.36 0.97  0.2081
H -0.12 0.95 -2.95  0.2945
H 0.66 1.23 -1.34  0.1498
H 0.29 -0.37 -1.87  0.2938
H 2.64 3.97 1.60  0.3315
H 3.19 3.37 2.89  0.3207
O 2.89 4.20 2.51  -0.6530
H 0.44 -3.59 1.03  0.3117
H -0.15 -4.01 -0.20  0.3707
O 0.14 -4.42 0.63  -0.6724

***

Which of them is least stable? Easy: *w*.

***

*w*
Entry from OMol25: 2 unconnected molecules or ions with the total composition C8H12N2O2 (the ωB97M-V functional and the def2-TZVPD basis).

Total charge = 0
Frontier orbital gap = 7.4 eV
Structure (SMILES) = CCOC1=C(C)O1.C/C=N\C#N

Each line ends with the Mulliken charge.
Geometry (Å):
C -2.55 1.06 0.62  0.3948
C 1.32 0.69 -0.59  0.7039
C -2.79 -0.96 -0.44  0.0466
C 0.14 1.00 -1.13  0.1069
C -3.29 -1.91 0.59  -0.9413
C -0.54 1.84 -2.11  -1.0797
C 3.67 -0.16 1.92  -1.0744
C 3.13 -0.50 0.52  -0.2492
N -2.49 1.77 1.54  -0.5116
N -2.41 0.25 -0.43  -0.2551
O 0.81 -0.31 -1.49  -0.5495
O 2.32 0.70 0.23  -0.3778
H -2.93 -1.41 -1.46  0.3629
H -2.38 -2.44 0.91  0.2891
H -4.14 -2.43 0.10  0.3141
H -3.79 -1.21 1.29  0.2885
H -0.81 2.81 -1.65  0.2752
H -1.39 1.17 -2.48  0.2345
H 0.09 2.13 -2.92  0.4055
H 3.85 0.97 1.81  0.2702
H 3.00 -0.42 2.64  0.3364
H 4.58 -0.67 2.22  0.3626
H 2.69 -1.46 0.50  0.3338
H 3.92 -0.48 -0.19  0.3138

***

*x*
Entry from OMol25: 2 unconnected molecules or ions with the total composition C8H12N2O2 (the ωB97M-V functional and the def2-TZVPD basis).

Total charge = 0
Frontier orbital gap = 9.5 eV
Structure (SMILES) = C=C(C)C(=C(C)C)[N+](=O)[O-].C#N

Each line ends with the Mulliken charge.
Geometry (Å):
C -1.44 1.23 -3.03  0.0094
C 0.33 -0.25 -0.08  0.1677
C 0.50 0.96 0.43  1.2882
C -0.57 -1.32 0.43  0.1394
C 1.50 1.94 -0.02  -1.3286
C -0.23 1.24 1.71  -1.5170
C 0.28 -2.26 1.24  -1.3440
C -1.86 -1.51 0.23  -0.7981
N -1.01 1.67 -2.07  -0.3485
N 1.02 -0.71 -1.29  1.0143
O 0.38 -1.12 -2.23  -0.6150
O 2.26 -0.66 -1.29  -0.6175
H 2.30 1.33 -0.69  0.2326
H 2.02 2.58 0.69  0.4135
H 0.99 2.64 -0.78  0.3283
H -1.29 0.84 1.60  0.2913
H -0.35 2.28 1.94  0.4698
H 0.25 0.64 2.48  0.2508
H 1.31 -2.21 0.93  0.3386
H -0.11 -3.22 1.18  0.5056
H 0.28 -1.86 2.29  0.2136
H -2.45 -0.73 -0.18  0.3262
H -2.32 -2.50 0.49  0.2413
H -1.78 1.00 -4.00  0.3383

***

Which of them is least stable? Easy: *w*.

***

*w*
Entry from OMol25: C7H10N2 in the gas phase (the ωB97M-V functional and the def2-TZVPD basis).

Total charge = 0
Frontier orbital gap = 9.9 eV
Structure (SMILES) = C1CC1C1(C2CC2)N=N1

Each line ends with the Mulliken charge.
Geometry (Å):
C -2.13 -0.81 -0.14  -0.6653
C -2.46 0.51 0.48  -0.5907
C 2.32 -0.53 -0.68  -0.5877
C 2.29 -0.27 0.79  -0.6371
C -1.37 0.41 -0.56  -0.1794
C 1.01 -0.51 0.05  -0.2188
C 0.06 0.62 -0.19  0.9101
N 0.36 1.95 0.60  -0.4740
N 0.63 1.89 -0.59  -0.3853
H -1.64 -1.55 0.47  0.2459
H -2.83 -1.24 -0.84  0.2756
H -3.38 1.00 0.20  0.2845
H -2.16 0.69 1.50  0.2557
H 2.54 0.30 -1.34  0.2587
H 2.70 -1.48 -1.03  0.2776
H 2.65 -1.05 1.46  0.2658
H 2.50 0.72 1.15  0.2522
H -1.61 0.82 -1.54  0.3929
H 0.51 -1.46 0.23  0.3193

***

*x*
Entry from OMol25: a molecular structure, C7H10N2 (the ωB97M-V functional and the def2-TZVPD basis).

Total charge = 0
Frontier orbital gap = 9.6 eV

Each line ends with the Mulliken charge.
Geometry (Å):
C -0.08 -0.85 -1.96  -1.1722
C 0.16 -0.35 -0.55  0.4296
C 1.29 -0.09 1.33  -0.3454
C 0.47 1.33 0.99  -0.6647
C -0.30 1.13 -0.34  -0.3610
C -0.99 -0.55 0.54  -0.0101
C -0.12 0.03 1.76  -0.4071
H -0.45 -2.09 -2.15  0.2047
H -0.98 -0.22 -2.24  0.3061
H 0.88 -0.65 -2.49  0.3649
H 2.29 -0.68 -0.39  0.3080
H 2.11 -0.15 2.03  0.4222
H 0.31 2.22 1.50  0.5246
H 0.08 1.75 -1.16  0.3762
H -2.32 0.81 -0.70  0.3065
H -1.46 -1.59 0.88  0.3370
H -0.62 0.05 2.75  0.4214
N 1.40 -0.85 0.14  -0.5002
N -1.65 0.76 0.06  -0.5404

***

*y*
Entry from OMol25: 2 unconnected molecules or ions with the total composition C7H10N2 (the ωB97M-V functional and the def2-TZVPD basis).

Total charge = 0
Frontier orbital gap (alpha / beta) = 7.9 / 8.9 eV

Each line ends with the Mulliken charge.
Geometry (Å):
C 1.32 -0.61 -2.70  -0.2135
C 0.54 0.46 -4.35  -0.3657
C 0.65 0.48 -2.24  0.0034
C 1.05 -0.01 1.03  -0.7355
C -0.16 0.73 0.48  -0.3218
C -0.34 -0.66 0.94  0.1030
C -1.02 -0.55 2.34  -1.2312
N 1.28 -0.60 -4.07  -0.5471
N 0.19 1.22 -3.27  -0.0164
H 1.70 -1.50 -2.25  0.4288
H 0.41 0.84 -5.31  0.3813
H 1.77 -0.33 0.40  0.2667
H 1.40 0.19 2.01  0.1858
H -0.84 1.53 0.61  0.4352
H -0.58 -1.50 0.38  0.4908
H -1.81 0.17 2.08  0.2895
H -0.28 -0.20 3.03  0.2550
H -1.28 -1.50 2.66  0.4076
H -0.18 2.14 -3.26  0.1841

***

Which of them is least stable? Easy: *y*.

***

*w*
Entry from OMol25: 2 unconnected molecules or ions with the total composition C5H13N2O (the ωB97M-V functional and the def2-TZVPD basis).

Spin multiplicity = 2
Total charge = +2
Frontier orbital gap (alpha / beta) = 11.3 / 5.6 eV

Each line ends with the Mulliken spin population.
Geometry (Å):
O 1.93 1.29 -2.16  0.0004
C 1.30 0.83 -1.26  -0.0014
C 0.29 -0.28 -1.52  0.0085
N 0.39 -0.56 -3.00  -0.0004
H 1.43 1.16 -0.22  -0.0027
H 0.53 -1.19 -0.97  -0.0016
H -0.72 0.02 -1.28  -0.0010
H -0.49 -0.42 -3.49  -0.0001
H 1.10 0.11 -3.36  -0.0002
H 0.71 -1.52 -3.19  0.0001
N -2.22 0.53 2.34  0.7874
C -1.11 0.31 1.42  0.0316
C 1.01 -0.97 1.89  0.0530
C 0.19 0.06 2.13  0.0414
H -3.10 0.65 1.82  -0.0102
H -2.10 1.42 2.83  -0.0070
H -0.97 1.18 0.75  0.0942
H -1.33 -0.55 0.77  0.0019
H 1.95 -1.08 2.43  0.0017
H 0.75 -1.74 1.17  0.0041
H 0.45 0.77 2.92  0.0003

***

*x*
Entry from OMol25: a gas-phase ion, C5H13N2O (charge +2) (the ωB97M-V functional and the def2-TZVPD basis).

Spin multiplicity = 2
Total charge = +2
Frontier orbital gap (alpha / beta) = 11.7 / 6.7 eV

Each line ends with the Mulliken spin population.
Geometry (Å):
N 1.14 -2.05 0.26  -0.0011
C -0.15 -1.64 1.01  0.0588
C -0.83 -0.64 0.06  0.0083
N -0.52 0.67 0.56  0.7459
C -1.65 1.26 1.30  0.0219
C -0.17 1.61 -0.66  0.0416
C 0.94 1.17 -1.52  -0.0097
O 1.41 0.10 -1.26  0.0062
H 1.01 -1.87 -0.80  0.0006
H 1.34 -2.96 0.26  0.0002
H 1.82 -1.35 0.57  0.0010
H -0.78 -2.48 1.31  0.0060
H 0.28 -1.32 2.03  -0.0017
H -0.45 -0.73 -0.99  0.0075
H -1.91 -0.94 -0.05  0.0010
H -1.38 2.29 1.68  0.0021
H -1.73 0.65 2.22  0.0268
H -2.71 1.18 0.81  0.0564
H -0.19 2.64 -0.24  -0.0013
H -1.00 1.48 -1.37  0.0307
H 1.32 1.69 -2.29  -0.0013

***

Which of them is least stable? Easy: *x*.